DFT (wB97M-V/def2-TZVPD) results for one molecule with the formula C4H5NO2.

```
! wB97M-V def2-TZVPD RIJCOSX def2/J DEFGRID3
* xyz 0 1
C -1.763 -0.663 0.189
C -0.585 0.211 0.134
C 0.214 1.191 0.006
O 0.533 2.435 -0.323
N 0.911 0.075 0.618
C 1.630 -0.812 -0.223
O 1.126 -1.543 -1.041
H -1.579 -1.570 -0.395
H -1.979 -0.948 1.224
H -2.637 -0.149 -0.222
H 1.421 2.623 0.011
H 2.708 -0.849 0.020
*
```

Computed properties:
- SMILES string = CC1=C(O)N1C=O
- electronic energy (hartree) = -360.53229
- relative energy (zero: lowest compared OMol25 entry of this formula, charge and spin) (kcal/mol) = 86.1
- maximum force (hartree/bohr) = 0.0101
- frontier orbital gap (eV) = 8.883
- LUMO level (eV) = 0.49

These are the natural (NBO) partial charges, in e, on atoms 1 to 4: -0.663, 0.083, 0.443, -0.638

DFT (wB97M-V/def2-TZVPD) results for a 2-piece molecular cluster, C33H49BN2O8 overall.

```
! wB97M-V def2-TZVPD RIJCOSX def2/J DEFGRID3
* xyz 0 1
C -5.310 -5.373 1.633
C -5.209 -4.397 0.448
C -3.894 -3.600 0.424
C -2.922 -4.107 -0.645
C -3.340 -3.684 -2.056
C -2.772 -2.302 -2.411
C -1.326 -2.388 -2.932
C -0.390 -1.343 -2.322
C 0.864 -1.159 -3.172
C 1.900 -0.206 -2.560
C 1.335 1.041 -1.926
C 0.658 2.029 -2.677
C 0.475 1.942 -4.170
C -1.002 1.767 -4.604
N -1.216 0.517 -5.350
C 0.168 3.135 -1.984
C 0.292 3.281 -0.602
C 0.960 2.341 0.175
B 1.089 2.473 1.753
O 1.619 3.629 2.243
O 0.630 1.473 2.597
C 1.486 1.255 -0.542
O 2.238 0.331 0.204
C 3.593 0.631 0.164
O 4.222 0.552 -0.836
C 4.173 1.068 1.460
C 4.420 2.427 1.663
C 4.998 2.842 2.863
C 5.338 1.918 3.847
C 5.084 0.561 3.644
C 4.502 0.137 2.449
C -0.425 4.532 -0.193
O -0.552 5.058 0.865
N -0.923 5.050 -1.393
O -1.963 5.936 -1.398
C -1.617 7.226 -1.947
C -2.470 7.523 -3.152
C -0.554 4.321 -2.517
O -0.754 4.665 -3.648
H -4.773 -4.995 2.498
H -4.900 -6.346 1.366
H -6.351 -5.544 1.898
H -5.287 -4.972 -0.473
H -6.060 -3.722 0.493
H -4.116 -2.560 0.183
H -3.422 -3.631 1.404
H -2.818 -5.190 -0.561
H -1.932 -3.687 -0.450
H -4.427 -3.677 -2.138
H -2.960 -4.408 -2.777
H -3.398 -1.880 -3.195
H -2.802 -1.683 -1.516
H -0.914 -3.379 -2.741
H -1.337 -2.252 -4.015
H -0.912 -0.390 -2.225
H -0.098 -1.709 -1.335
H 0.568 -0.871 -4.178
H 1.349 -2.132 -3.262
H 2.458 -0.758 -1.817
H 2.618 0.098 -3.321
H 1.067 1.139 -4.589
H 0.818 2.896 -4.565
H -1.281 2.611 -5.225
H -1.635 1.811 -3.714
H -1.980 0.651 -6.000
H -1.535 -0.201 -4.710
H 1.192 3.893 3.066
H 1.263 0.752 2.681
H 4.169 3.168 0.919
H 5.187 3.893 3.028
H 5.800 2.266 4.759
H 5.342 -0.174 4.389
H 4.322 -0.915 2.287
H -0.559 7.237 -2.192
H -1.783 7.969 -1.168
H -2.461 8.589 -3.369
H -3.500 7.219 -2.978
H -2.118 6.993 -4.034
C 1.915 -4.986 4.988
C 2.630 -3.734 5.464
O 2.668 -2.690 4.505
C 1.412 -2.195 4.078
C 0.564 -1.603 5.183
H 2.354 -5.346 4.057
H 2.001 -5.770 5.741
H 0.853 -4.810 4.814
H 3.676 -3.964 5.670
H 2.194 -3.377 6.403
H 0.856 -2.972 3.540
H 1.645 -1.422 3.348
H 0.262 -2.355 5.913
H -0.342 -1.165 4.764
H 1.114 -0.824 5.714
*
```

Computed properties:
- SMILES string = CCCCCCCCCCc1c(CCN)c2c(c(B(O)O)c1OC(=O)c1ccccc1)C(=O)N(OCC)C2=O.CCOCC
- electronic energy (hartree) = -2023.19467
- maximum force (hartree/bohr) = 0.0191
- frontier orbital gap (eV) = 9.064
- LUMO level (eV) = -0.25

These are the Löwdin partial charges, in e, on atoms 1 to 4: -0.109, -0.256, -0.215, -0.217

DFT (wB97M-V/def2-TZVPD) results for C27H47BBr4O3P as an isolated structure at a distorted geometry.

```
! wB97M-V def2-TZVPD RIJCOSX def2/J DEFGRID3
* xyz -1 1
C -1.698 3.189 -0.324
C -2.165 3.646 -1.758
P -2.936 2.309 -2.823
C -4.524 1.863 -1.894
C -5.450 0.869 -2.694
C -1.930 0.707 -2.837
O -2.479 -0.047 -1.753
B -1.421 -0.546 -0.835
C -1.522 -2.188 -0.985
C -3.018 -2.704 -1.113
C -3.420 -2.920 -2.629
Br -3.043 -4.544 -0.283
O -0.201 0.129 -1.351
C -0.340 0.721 -2.637
C 0.254 -0.439 -3.585
C 1.747 -0.798 -3.253
C 1.929 -2.018 -2.270
C 3.069 -1.740 -1.177
C 2.378 -1.731 0.244
C 3.320 -1.261 1.419
C 3.480 -2.383 2.535
C 2.099 -2.912 3.074
C 1.158 -1.784 3.633
O 1.827 -1.122 4.719
C 1.093 0.040 5.132
C 0.509 1.991 -3.020
C 1.270 2.680 -1.853
C 2.054 2.019 -0.826
C 2.722 2.781 0.226
C 2.628 4.228 0.269
C 1.891 4.936 -0.765
C 1.235 4.153 -1.791
H -2.607 2.823 0.223
H -1.340 4.090 0.254
H -0.951 2.360 -0.314
H -2.975 4.419 -1.596
H -1.383 4.154 -2.369
H -4.319 1.540 -0.837
H -5.075 2.846 -1.796
H -5.381 -0.130 -2.180
H -6.514 1.204 -2.521
H -5.236 0.813 -3.787
H -2.295 0.151 -3.754
H -1.650 -0.287 0.323
H -1.059 -2.665 -0.074
H -0.990 -2.603 -1.890
H -3.725 -2.032 -0.575
H -2.509 -3.240 -3.207
H -4.229 -3.682 -2.750
H -3.742 -1.949 -3.101
H -0.418 -1.342 -3.595
H 0.242 -0.061 -4.654
H 2.237 -1.095 -4.226
H 2.351 0.054 -2.849
H 2.299 -2.912 -2.846
H 1.019 -2.287 -1.688
H 3.627 -0.787 -1.385
H 3.851 -2.554 -1.188
H 1.506 -1.016 0.225
H 1.962 -2.763 0.396
H 2.802 -0.410 1.952
H 4.310 -0.857 1.089
H 4.011 -3.262 2.076
H 4.096 -2.029 3.403
H 1.499 -3.482 2.321
H 2.303 -3.610 3.928
H 0.764 -1.090 2.848
H 0.263 -2.313 4.077
H 0.571 -0.180 6.102
H 0.400 0.434 4.348
H 1.859 0.833 5.363
H -0.199 2.730 -3.495
H 1.272 1.785 -3.823
H 2.105 0.907 -0.864
H 3.273 2.181 0.992
H 3.112 4.814 1.078
H 1.770 6.045 -0.812
H 0.665 4.687 -2.594
C 0.448 -1.491 8.893
Br -0.791 -0.055 8.517
Br 1.695 -1.014 10.292
Br -0.470 -3.147 9.283
H 1.029 -1.654 7.990
*
```

Computed properties:
- electronic energy (hartree) = -11944.95661
- maximum force (hartree/bohr) = 0.0733
- frontier orbital gap (eV) = 5.709
- LUMO level (eV) = 1.28

These are the Löwdin partial charges, in e, on atoms 1 to 4: -0.138, -0.429, 0.975, -0.433

DFT (wB97M-V/def2-TZVPD) results for a 2-piece molecular cluster, C5H14 overall at a distorted geometry.

```
! wB97M-V def2-TZVPD RIJCOSX def2/J DEFGRID3
* xyz 0 1
C 1.120 0.749 -0.683
C 0.084 1.642 -0.022
C 2.260 1.532 -1.326
H 1.529 0.063 0.055
H 0.668 0.104 -1.444
H -0.474 2.198 -0.778
H 0.599 2.322 0.648
H 1.982 1.873 -2.327
H 2.529 2.404 -0.723
H -0.751 1.063 0.391
H 3.189 0.969 -1.424
C -1.077 -2.181 0.435
C -2.076 -1.564 1.459
H -0.414 -1.414 0.033
H -0.579 -3.036 0.885
H -1.701 -2.554 -0.376
H -3.115 -1.725 1.198
H -1.887 -0.493 1.544
H -1.888 -1.953 2.455
*
```

Computed properties:
- SMILES string = CCC.CC
- electronic energy (hartree) = -198.87667
- relative energy (zero: lowest compared OMol25 entry of this formula, charge and spin) (kcal/mol) = 7.8
- maximum force (hartree/bohr) = 0.0293
- frontier orbital gap (eV) = 12.517
- LUMO level (eV) = 1.17

These are the natural (NBO) partial charges, in e, on atoms 1 to 4: -0.402, -0.609, -0.606, 0.194

DFT (wB97M-V/def2-TZVPD) results for C3H7N3 as an isolated structure at a distorted geometry.

```
! wB97M-V def2-TZVPD RIJCOSX def2/J DEFGRID3
* xyz 0 1
C 1.476 0.930 -0.890
N -0.811 -0.830 1.894
C -0.456 -0.519 -1.104
C -1.233 -0.235 0.764
N -1.508 -0.916 -0.408
N 0.431 0.098 -0.333
H -0.877 -1.824 2.039
H -0.144 -0.308 2.447
H -0.430 -0.569 -2.194
H -1.743 0.712 0.921
H 2.421 0.739 -0.380
H 1.233 1.996 -0.800
H 1.641 0.728 -1.956
*
```

Computed properties:
- electronic energy (hartree) = -282.68552
- relative energy (zero: lowest compared OMol25 entry of this formula, charge and spin) (kcal/mol) = 55.7
- maximum force (hartree/bohr) = 0.0257
- frontier orbital gap (eV) = 8.911
- LUMO level (eV) = 0.95

These are the natural (NBO) partial charges, in e, on atoms 1 to 4: -0.419, -0.812, 0.272, 0.457

DFT (wB97M-V/def2-TZVPD) results for C38H60O28V as an isolated structure at a distorted geometry.

```
! wB97M-V def2-TZVPD RIJCOSX def2/J DEFGRID3
* xyz -1 3
V -1.733 -0.240 0.087
C -1.706 -3.231 2.726
C -2.656 -4.348 3.002
C -4.152 -4.002 2.581
O -5.122 -4.706 2.757
C -4.395 -2.776 1.840
C -3.443 -1.913 1.548
C -2.061 -2.088 2.025
O -1.162 -1.138 1.744
O -3.553 -0.861 0.733
O -2.310 -5.356 3.552
H -0.641 -3.463 3.114
H -5.440 -2.659 1.535
C 3.069 2.056 -1.235
C 2.096 1.057 -1.350
C 0.925 1.095 -0.313
O -0.063 0.189 -0.597
C 0.938 1.983 0.647
C 2.069 3.002 0.850
C 3.180 2.952 -0.163
O 4.119 3.744 -0.062
O 1.878 3.819 1.742
O 2.088 0.205 -2.234
H 3.911 2.106 -2.023
H 0.103 1.982 1.391
C -2.922 -0.773 5.195
O -3.007 -0.130 6.478
H -2.147 -1.533 5.221
H -3.876 -1.259 5.109
H -2.712 -0.031 4.381
H -2.193 0.430 6.590
C -2.969 2.234 1.932
O -2.005 1.803 0.962
H -2.703 3.194 2.406
H -3.979 2.387 1.564
H -2.895 1.396 2.667
H -2.014 2.430 0.229
C 2.147 5.914 -2.443
C 0.915 5.013 -2.205
O -0.306 5.609 -2.864
C -1.533 5.301 -2.529
O -1.859 4.485 -1.709
O -2.380 6.016 -3.278
C -3.770 6.052 -2.949
H 2.930 5.582 -1.751
H 1.967 6.955 -2.038
H 2.572 5.971 -3.465
H 0.660 4.840 -1.139
H 1.020 4.002 -2.601
H -3.866 6.587 -2.039
H -4.056 5.031 -2.722
H -4.361 6.524 -3.705
C -5.971 0.855 -1.210
C -5.273 0.020 -2.239
O -4.293 0.729 -3.082
C -3.098 0.917 -2.682
O -2.634 0.566 -1.585
O -2.371 1.515 -3.617
C -0.855 1.614 -3.519
H -6.481 0.207 -0.468
H -6.542 1.669 -1.640
H -5.151 1.194 -0.610
H -5.943 -0.440 -2.974
H -4.765 -0.717 -1.606
H -0.373 0.714 -3.794
H -0.621 1.882 -2.483
H -0.590 2.398 -4.189
C 3.153 2.844 4.733
C 3.378 1.694 5.716
O 2.230 1.312 6.516
C 1.289 0.598 5.936
O 0.194 0.540 6.380
O 1.741 0.009 4.870
C 0.751 -0.595 4.018
H 3.961 3.061 4.049
H 2.905 3.715 5.351
H 2.295 2.522 4.048
H 4.129 1.949 6.430
H 3.716 0.768 5.275
H 1.261 -0.887 3.164
H -0.056 0.159 3.776
H 0.256 -1.449 4.527
C 7.364 3.231 -0.315
C 7.116 1.992 0.596
O 7.458 0.775 -0.087
C 7.393 -0.373 0.634
O 6.840 -0.524 1.672
O 8.115 -1.374 0.097
C 8.594 -1.344 -1.271
H 6.849 4.156 0.109
H 7.022 3.113 -1.336
H 8.496 3.334 -0.375
H 6.018 2.038 0.927
H 7.690 1.970 1.545
H 7.759 -1.503 -1.913
H 9.311 -2.182 -1.360
H 9.075 -0.364 -1.361
C 0.632 -4.190 -3.866
C 0.569 -2.698 -3.842
O -0.521 -2.252 -2.868
C -0.295 -2.314 -1.587
O -1.236 -2.087 -0.812
O 0.949 -2.682 -1.265
C 1.545 -2.366 -0.055
H 1.100 -4.454 -2.937
H 1.213 -4.600 -4.730
H -0.360 -4.543 -3.871
H 0.108 -2.453 -4.794
H 1.458 -2.138 -3.658
H 0.797 -2.084 0.699
H 2.096 -1.410 -0.229
H 2.173 -3.163 0.243
C -2.980 -6.305 -0.433
C -2.578 -4.877 -0.663
O -3.548 -4.094 -1.357
C -3.781 -4.417 -2.641
O -4.810 -4.249 -3.152
O -2.635 -4.858 -3.187
C -2.650 -5.423 -4.514
H -2.167 -6.936 -0.009
H -3.371 -6.841 -1.261
H -3.738 -6.361 0.356
H -1.629 -4.794 -1.221
H -2.385 -4.590 0.306
H -3.623 -5.515 -4.907
H -2.144 -6.361 -4.459
H -2.129 -4.696 -5.132
*
```

Computed properties:
- electronic energy (hartree) = -4534.79021
- maximum force (hartree/bohr) = 0.0742
- frontier orbital gap (alpha / beta) (eV) = 6.737 / 6.932
- LUMO level (alpha / beta) (eV) = 1.61 / 1.80

These are the Löwdin partial charges, in e, on atoms 1 to 4: 1.098, 0.030, -0.345, -0.322

- The highest maximum force belongs to which entry?
  C38H60O28V

- electronic energy of number 2 (C33H49BN2O8)?
  -2023.19467 hartree